{"formula": "C43H71N2O19PS", "method": "wB97M-V/def2-TZVPD", "max_force_ev_per_a": 6.17, "gap_ev": 7.80, "total_charge": 0, "species": ["S", "P", "O", "O", "O", "O", "O", "O", "O", "O", "O", "O", "O", "O", "O", "O", "O", "O", "O", "O", "O", "N", "N", "C", "C", "C", "C", "C", "C", "C", "C", "C", "C", "C", "C", "C", "C", "C", "C", "C", "C", "C", "C", "C", "C", "C", "C", "C", "C", "C", "C", "C", "C", "C", "C", "C", "C", "C", "C", "C", "C", "C", "C", "C", "C", "C", "H", "H", "H", "H", "H", "H", "H", "H", "H", "H", "H", "H", "H", "H", "H", "H", "H", "H", "H", "H", "H", "H", "H", "H", "H", "H", "H", "H", "H", "H", "H", "H", "H", "H", "H", "H", "H", "H", "H", "H", "H", "H", "H", "H", "H", "H", "H", "H", "H", "H", "H", "H", "H", "H", "H", "H", "H", "H", "H", "H", "H", "H", "H", "H", "H", "H", "H", "H", "H", "H", "H"], "xyz": [[-0.87, -3.28, -2.98], [1.26, -2.42, 1.98], [-3.89, 5.47, -3.22], [-6.18, 4.38, 3.67], [-6.02, 2.69, 5.16], [13.24, 3.66, -0.13], [1.85, 1.91, -1.00], [2.81, -7.03, 2.21], [12.15, 1.68, -0.29], [2.38, 1.51, 1.31], [-3.42, -4.34, -3.16], [-7.56, 4.30, 5.45], [8.26, 0.06, 0.66], [-5.29, 0.47, -3.89], [-4.94, 7.33, -2.47], [7.88, -0.69, -1.44], [6.15, -0.08, -0.11], [3.69, -5.19, 3.19], [11.17, 3.56, -1.04], [3.68, -7.18, 4.27], [-5.44, 6.47, -4.50], [-3.21, -2.98, -1.19], [-4.49, -3.49, -1.24], [3.02, -8.41, 4.02], [-3.35, 2.25, 2.42], [0.52, -5.17, 1.23], [-0.50, -0.59, -3.78], [12.27, 3.03, -0.45], [-6.57, 2.50, 6.46], [-3.61, 1.38, -0.50], [-4.82, 2.18, 1.79], [3.12, -0.68, -2.61], [-6.55, 3.84, 4.67], [-0.89, -2.04, -4.41], [7.47, -0.28, -0.39], [-4.81, 5.50, -5.31], [2.49, -1.20, -4.02], [-4.15, 4.60, -4.31], [-1.19, 3.61, 2.79], [1.20, -3.83, 0.67], [2.41, -1.34, -1.33], [7.43, 0.71, 1.62], [-0.34, -1.82, 4.37], [-4.57, 0.11, -2.68], [-2.69, 3.71, 2.23], [1.90, -0.02, -4.93], [10.80, 1.35, -0.59], [-7.85, 3.28, 6.40], [2.87, -8.41, 2.53], [0.12, 1.31, 2.55], [-5.84, -0.69, -4.54], [-4.64, -4.30, -2.40], [0.35, 0.33, -4.76], [2.41, -0.44, -0.01], [10.36, 2.48, -1.48], [-0.44, -2.47, 2.88], [-2.59, -3.50, -2.36], [-4.09, 1.52, -2.02], [3.42, -6.35, 3.22], [1.27, -0.73, 1.12], [-0.26, 2.68, 1.82], [-4.77, 6.50, -3.32], [-4.92, 1.33, 0.43], [6.06, 0.19, 1.29], [2.18, 1.13, -0.08], [1.46, 0.61, 2.03], [3.74, -8.86, 2.03], [-0.02, -2.35, -5.09], [-0.52, -5.31, 0.75], [10.23, 1.31, 0.34], [2.05, -8.40, 4.54], [9.30, 2.71, -1.37], [-0.87, 2.46, 0.86], [0.27, -0.76, 0.52], [-4.81, 3.80, -3.97], [-6.74, 1.44, 6.66], [-1.52, -0.06, -3.63], [2.27, -4.07, 0.35], [3.03, -2.28, -1.07], [-5.49, 1.66, 2.58], [5.83, -0.74, 1.81], [7.51, 1.79, 1.48], [-1.42, -1.54, 4.65], [4.23, -1.01, -2.57], [-4.09, 5.99, -5.97], [2.12, 0.22, 2.88], [-5.17, 0.24, 0.65], [-5.54, 4.97, -5.93], [-1.11, 3.28, 3.88], [-0.79, -3.55, 3.04], [-0.75, 4.68, 2.75], [0.17, 1.39, 3.70], [2.50, 0.95, -4.73], [0.58, -3.51, -0.25], [7.74, 0.46, 2.63], [-5.28, 3.22, 1.66], [5.28, 0.92, 1.49], [-4.99, 2.22, -2.15], [1.97, -8.93, 2.20], [-2.92, 2.27, -0.27], [-3.44, 2.09, 3.56], [-0.74, 0.56, 2.34], [-3.22, 4.51, 2.86], [-0.16, 0.28, -5.80], [-1.90, -2.04, -4.94], [-5.87, 2.90, 7.20], [1.35, -1.72, -1.51], [-5.32, -0.41, -1.97], [0.43, -5.24, 2.37], [0.23, 1.43, -4.41], [-3.22, 4.16, -4.69], [-6.11, -0.36, -5.61], [-5.05, -1.51, -4.66], [3.42, -0.64, 0.48], [-2.68, 4.07, 1.15], [2.09, -0.29, -6.02], [1.17, -6.07, 0.90], [3.60, -9.25, 4.39], [-5.54, -4.88, -2.78], [0.62, 3.33, 1.52], [-8.69, 2.68, 6.03], [-0.03, -0.66, -2.75], [0.09, -2.55, 5.14], [-6.81, -1.06, -4.06], [-3.22, 1.95, -2.65], [-1.26, -1.92, 2.29], [-5.80, 1.77, -0.17], [3.40, -1.62, -4.60], [-2.67, 1.41, 2.04], [1.79, -2.09, -3.86], [-8.12, 3.71, 7.36], [10.57, 2.28, -2.53], [-3.69, -0.57, -2.93], [-2.99, 0.42, -0.36], [0.27, -0.85, 4.37], [10.73, 0.38, -1.08], [3.13, 0.46, -2.63]]}